1.
Computed, not measured: a structure of composition C44H35CrN8O2Sb, with the ωB97M-V functional and the def2-TZVPD basis.

Structure (XYZ):
```
91
Properties=species:S:1:pos:R:3:mulliken_spin:R:1
Cr 0.18992 -0.03692 -1.12726 0.8670
C -7.36983 0.94817 10.33844 0.0000
O -7.04673 -0.21899 9.59722 0.0001
C -6.28714 -0.07602 8.49003 -0.0018
C -5.99452 -1.25553 7.80021 0.0002
C -5.22593 -1.21926 6.66113 -0.0005
C -4.72788 -0.00600 6.17543 -0.0007
C -5.02547 1.16094 6.86679 0.0003
C -5.79870 1.13865 8.01843 -0.0002
C -3.91190 -0.01460 4.96300 0.0031
N -3.60912 -1.08555 4.26260 -0.0003
C -2.84352 -0.63532 3.22432 -0.0108
C -2.67546 0.73158 3.28972 -0.0067
N -3.36347 1.11552 4.41291 -0.0005
C -1.88698 1.46914 2.35768 0.0154
C -1.56902 2.83090 2.43095 0.0087
C -0.71680 3.37269 1.49813 -0.0046
C -0.22480 2.56291 0.47349 0.0207
N -0.55473 1.28866 0.35546 -0.0289
C -1.33634 0.72866 1.29596 0.0087
C -1.49819 -0.70033 1.21544 -0.0338
N -0.84289 -1.31694 0.21178 -0.0338
C -0.83807 -2.63778 0.18375 0.0182
C -1.52406 -3.41882 1.11649 -0.0053
C -2.23271 -2.80042 2.11904 0.0061
C -2.21747 -1.40308 2.19030 0.0237
H -7.97532 0.61533 11.17544 0.0000
H -7.94480 1.65236 9.73295 0.0000
H -6.46859 1.43696 10.71514 0.0000
H -6.38544 -2.18664 8.18698 0.0001
H -4.99525 -2.12889 6.12447 -0.0002
H -4.66167 2.12298 6.52515 -0.0002
H -6.01109 2.06328 8.53291 0.0001
H -3.45450 2.04619 4.77836 -0.0002
H -1.96133 3.44273 3.23343 0.0002
H -0.41301 4.40821 1.55000 -0.0003
H 0.47898 2.94753 -0.25144 0.0018
H -0.25237 -3.10058 -0.60005 0.0039
H -1.48128 -4.49574 1.03862 -0.0002
H -2.78230 -3.35964 2.86446 -0.0002
N -1.28173 1.87066 -4.70527 0.0027
C -0.89572 3.08264 -4.18702 -0.0040
C -0.41837 2.81826 -2.93918 0.0018
N -0.50555 1.47104 -2.68725 0.0076
C -1.02558 0.93179 -3.76979 -0.0028
C -1.15753 -0.50123 -3.84571 -0.0030
N -0.74106 -1.23802 -2.83776 0.0010
C -0.92562 -2.54446 -3.21904 0.0002
C -1.45406 -2.58435 -4.47295 -0.0038
N -1.59768 -1.27446 -4.86053 0.0021
H -1.66294 1.72753 -5.62480 0.0002
H -0.99265 3.99941 -4.73955 -0.0001
H 0.00041 3.51383 -2.23489 0.0001
H -0.65009 -3.37600 -2.59530 -0.0004
H -1.73135 -3.40461 -5.10962 -0.0002
H -1.95609 -0.96859 -5.74901 0.0000
O 1.63798 -0.22849 -0.44660 0.1368
C 4.63037 0.19775 -7.58535 -0.0001
C 4.88656 -0.91629 -6.79962 0.0002
C 4.38919 -0.98949 -5.50404 -0.0001
C 3.62759 0.04898 -4.97071 0.0037
C 3.35773 1.15034 -5.78367 0.0004
C 3.86146 1.23385 -7.07474 0.0006
Sb 2.69779 -0.04085 -3.02261 0.0115
C 4.00887 1.27953 -1.98724 -0.0085
C 4.45693 0.97577 -0.70494 0.0093
C 5.25374 1.87515 -0.00850 -0.0021
C 5.60201 3.09023 -0.58067 0.0000
C 5.15151 3.40586 -1.85479 0.0003
C 4.35833 2.50452 -2.55214 0.0008
C 3.53637 -1.88577 -2.38387 -0.0049
C 2.68916 -2.92711 -2.02015 0.0007
C 3.19882 -4.14655 -1.59558 0.0005
C 4.57233 -4.33148 -1.52100 0.0002
C 5.42899 -3.29684 -1.87195 0.0000
C 4.91309 -2.08084 -2.30214 0.0008
H 5.02550 0.25772 -8.59108 0.0000
H 5.48063 -1.73175 -7.19285 0.0001
H 4.60650 -1.86727 -4.90781 0.0002
H 2.73901 1.96443 -5.41472 -0.0010
H 3.65276 2.10592 -7.68218 0.0001
H 4.17388 0.03909 -0.24149 0.0009
H 5.60194 1.62398 0.98544 0.0001
H 6.22653 3.78730 -0.03681 0.0000
H 5.42600 4.34877 -2.31096 0.0000
H 4.03376 2.76267 -3.55399 -0.0007
H 1.61287 -2.77605 -2.05459 -0.0002
H 2.52938 -4.95126 -1.31644 0.0000
H 4.97429 -5.27884 -1.18615 0.0000
H 6.50081 -3.43408 -1.80862 0.0000
H 5.59264 -1.27871 -2.56763 -0.0003
```

Summary:
Charge   +1
<S²>   0.757
Frontier orbital gap (alpha / beta)   0.238 / 0.244 hartree
Multiplicity   2

2.
Computed, not measured: a structure of composition C44H35N11O3RuS, with the ωB97M-V functional and the def2-TZVPD basis.

Structure (XYZ):
```
95
Properties=species:S:1:pos:R:3:mulliken_spin:R:1
Ru -0.37386 -0.64860 2.49825 2.7303
S -1.26836 -2.43040 4.15105 0.3903
C -1.26696 -3.69910 2.95815 0.0411
N -1.63796 -4.90290 3.39815 0.4809
N -2.30046 -5.72510 2.60675 0.3219
C -3.21306 -5.42650 1.62645 -0.0219
C -3.66426 -6.46490 0.79975 0.0942
C -4.58096 -6.21460 -0.19725 -0.0469
C -5.08276 -4.93200 -0.37755 0.0947
C -4.66446 -3.90510 0.45615 -0.0471
C -3.73956 -4.13990 1.45005 0.0623
N -0.92586 -3.49290 1.71015 0.1807
N -0.65146 -2.28840 1.26265 0.3153
C -0.64116 -2.20660 -0.11675 -0.1500
C -1.01186 -0.99330 -0.71345 0.1418
C -1.08796 -0.88090 -2.08445 -0.0448
C -0.79406 -1.97470 -2.88975 0.0965
C -0.42186 -3.17900 -2.30975 -0.0452
C -0.35696 -3.30930 -0.93765 0.1394
H -2.19286 -6.70240 2.85775 -0.0180
H -3.29486 -7.46520 0.96255 -0.0014
H -4.91246 -7.01560 -0.84145 -0.0015
H -5.81656 -4.73810 -1.14365 0.0044
H -5.07846 -2.91360 0.33925 0.0018
H -3.46676 -3.34530 2.12575 0.0159
H -1.28996 -0.16380 -0.07545 0.0059
H -1.40596 0.05530 -2.52415 -0.0014
H -0.88166 -1.89270 -3.96135 0.0056
H -0.19546 -4.03130 -2.93305 -0.0008
H -0.09806 -4.25060 -0.47445 0.0021
O -1.90356 1.83310 5.38125 0.0185
C -1.68826 1.06710 4.46325 0.0132
O -0.54496 0.69900 4.04245 0.0100
C -2.88396 0.51910 3.66555 -0.0113
C -4.18276 0.73160 4.10445 -0.0079
C -5.23566 0.29570 3.31935 0.0000
C -4.94446 -0.31420 2.10815 0.0043
C -3.61966 -0.50380 1.75015 0.0170
N -2.61466 -0.09950 2.51575 0.0093
H -4.32406 1.23330 5.04625 0.0006
H -6.25726 0.44650 3.63315 -0.0001
H -5.72966 -0.64540 1.44945 0.0011
H -3.35546 -0.99870 0.82365 -0.0012
C 2.52574 6.08810 -9.31495 0.0000
O 3.44114 5.26650 -8.62155 0.0000
C 3.15024 4.87240 -7.36785 0.0001
C 4.06264 3.98310 -6.78325 -0.0001
C 3.83364 3.46930 -5.53125 0.0001
C 2.68954 3.83550 -4.81465 0.0000
C 1.80594 4.75870 -5.38075 0.0003
C 2.02544 5.27000 -6.64125 -0.0002
C 2.35554 3.24500 -3.54265 0.0002
N 1.37174 3.65720 -2.77045 0.0000
C 1.30644 2.77950 -1.74575 -0.0009
C 2.28324 1.78490 -1.88805 0.0000
N 2.95234 2.11850 -3.03135 0.0004
C 2.38814 0.68590 -1.00275 -0.0150
C 3.33604 -0.34540 -1.09815 0.0014
C 3.28924 -1.38530 -0.20015 -0.0053
C 2.30244 -1.38330 0.78765 0.0313
N 1.41884 -0.41230 0.91465 0.0554
C 1.43944 0.62310 0.05905 -0.0129
C 0.48434 1.68790 0.25635 -0.0195
N -0.34236 1.61280 1.31635 0.0703
C -1.14716 2.62290 1.56705 0.0080
C -1.22306 3.77010 0.77145 0.0048
C -0.45456 3.84050 -0.36285 -0.0006
C 0.42764 2.78670 -0.63255 -0.0014
H 2.93244 6.19710 -10.31945 0.0000
H 2.44294 7.07580 -8.84955 0.0000
H 1.53884 5.61710 -9.37465 0.0000
H 4.93754 3.70280 -7.34665 0.0000
H 4.55244 2.78640 -5.10255 0.0000
H 0.93344 5.04860 -4.81595 0.0000
H 1.31464 5.96720 -7.05705 0.0000
H 3.73684 1.63770 -3.43575 0.0000
H 4.08894 -0.31700 -1.87155 -0.0005
H 4.00394 -2.19330 -0.24185 -0.0004
H 2.24974 -2.18800 1.51005 0.0000
H -1.76906 2.55140 2.44805 0.0018
H -1.87076 4.57900 1.06435 0.0006
H -0.48346 4.67880 -1.04045 0.0001
N 4.45994 -0.02610 6.77575 0.0003
C 3.50354 -0.25920 5.85635 -0.0019
C 2.52204 -1.24490 6.04395 0.0032
C 1.63274 -1.51530 5.03165 -0.0050
N 1.62204 -0.87410 3.86345 0.0684
C 2.50904 0.10970 3.70385 0.0093
C 3.45994 0.43850 4.63875 0.0007
H 4.44064 -0.50350 7.65815 -0.0002
H 5.13214 0.70910 6.64005 -0.0002
H 2.46444 -1.78910 6.97405 0.0008
H 0.89364 -2.29410 5.17135 0.0009
H 2.46834 0.65370 2.77095 0.0052
H 4.16184 1.23320 4.43695 0.0010
```

Summary:
Charge   +1
<S²>   8.794
Frontier orbital gap (alpha / beta)   0.244 / 0.210 hartree
Multiplicity   6

3.
Computed, not measured: a structure of composition C44H36AsF3KPS4Sb, with the ωB97M-V functional and the def2-TZVPD basis.

Structure (XYZ):
```
91
Properties=species:S:1:pos:R:3:lowdin_charge:R:1
K 0.32516 -1.14056 0.13290 0.1796
S 0.57450 1.94338 -0.29929 -0.1345
S -0.59287 1.77815 1.37339 -0.1435
S -2.10329 0.38093 1.12233 -0.2783
S -1.69799 -1.33673 2.11591 -0.2950
C -0.04281 -2.18670 -4.49554 -0.4092
C -0.34049 -1.35635 -5.73444 -0.4513
As 0.05552 -2.36654 -7.38676 1.2902
C 0.15999 -0.84967 -8.62636 -0.4242
C 0.76943 -1.07042 -9.86072 -0.1335
C 0.89829 -0.04524 -10.78324 -0.0948
C 0.40676 1.21987 -10.48754 -0.0999
C -0.21694 1.44636 -9.27080 -0.0897
C -0.34089 0.41661 -8.34653 -0.1122
C 1.98383 -2.49008 -7.03645 -0.4192
C 2.56770 -3.74519 -6.89188 -0.1362
C 3.91376 -3.86805 -6.57408 -0.0955
C 4.68847 -2.73175 -6.39647 -0.0899
C 4.11453 -1.47486 -6.53441 -0.0856
C 2.77098 -1.35648 -6.85293 -0.1008
P -0.03263 -1.23522 -2.88194 1.0143
C 1.38553 -0.14906 -3.28956 -0.3823
C 2.62454 -0.68236 -2.92660 -0.1244
C 3.81022 -0.08877 -3.33215 -0.0886
C 3.77133 1.06547 -4.09808 -0.1069
C 2.54886 1.61825 -4.44664 -0.0830
C 1.36199 1.02193 -4.04598 -0.1000
C -1.59532 -0.31160 -3.05383 -0.3854
C -1.74914 1.06254 -2.90436 -0.1095
C -3.01666 1.62841 -2.94123 -0.0707
C -4.13762 0.83559 -3.11739 -0.0895
C -3.99618 -0.53919 -3.25023 -0.0853
C -2.73478 -1.10670 -3.21243 -0.1159
H 0.94975 -2.64035 -4.55865 0.0613
H -0.76386 -3.00177 -4.39858 0.0656
H 0.28129 -0.46331 -5.75009 0.0343
H -1.38769 -1.05093 -5.74243 0.0644
H 1.15782 -2.05670 -10.09295 0.0960
H 1.38136 -0.22991 -11.73478 0.0988
H 0.50957 2.02514 -11.20395 0.0976
H -0.60581 2.42898 -9.03374 0.1011
H -0.83360 0.61064 -7.40102 0.0916
H 1.95820 -4.63231 -7.02553 0.0873
H 4.35618 -4.85006 -6.46055 0.0984
H 5.73828 -2.82413 -6.14693 0.1002
H 4.71129 -0.58426 -6.38256 0.0987
H 2.32947 -0.37048 -6.95113 0.1014
H 2.64824 -1.59447 -2.33692 0.0951
H 4.76291 -0.52099 -3.05192 0.1068
H 4.69403 1.54584 -4.39978 0.1079
H 2.51741 2.53023 -5.03153 0.1073
H 0.42237 1.46817 -4.34215 0.0973
H -0.89840 1.69026 -2.69086 0.0417
H -3.12407 2.69706 -2.80352 0.1073
H -5.12572 1.27854 -3.12723 0.0989
H -4.86733 -1.17224 -3.36242 0.1002
H -2.63112 -2.18431 -3.28389 0.1000
F 8.21404 -2.46538 2.48884 0.0323
C 7.10583 -1.74809 2.17841 -0.2969
C 6.57607 -0.89337 3.12117 -0.0219
C 5.44333 -0.15564 2.79142 -0.1144
C 4.84241 -0.26771 1.54079 -0.3872
C 5.40653 -1.16056 0.62982 -0.1522
C 6.54233 -1.90066 0.92718 -0.0262
Sb 2.98090 0.71752 0.82324 1.3302
C 4.16154 2.17747 -0.25063 -0.3667
C 5.50497 2.36988 0.06745 -0.1104
C 6.27465 3.31395 -0.59878 -0.0152
C 5.67757 4.06897 -1.58704 -0.2919
F 6.42301 4.98795 -2.24683 0.0366
C 4.34809 3.92346 -1.91820 -0.0193
C 3.59504 2.97158 -1.24282 -0.1519
C 2.82585 1.89382 2.61164 -0.3974
C 2.34759 1.29606 3.77426 -0.1354
C 2.26959 2.00450 4.96471 -0.0130
C 2.66757 3.32524 4.96877 -0.2885
F 2.60173 4.02509 6.12546 0.0387
C 3.12245 3.95933 3.83137 -0.0130
C 3.19701 3.23315 2.64998 -0.0993
H 7.04853 -0.80597 4.09186 0.1122
H 5.03133 0.53021 3.52430 0.0918
H 4.94499 -1.27182 -0.34950 0.0773
H 6.98507 -2.58520 0.21421 0.1105
H 5.96267 1.78182 0.85146 0.0901
H 7.31621 3.47314 -0.35054 0.1132
H 3.91242 4.54746 -2.68861 0.1163
H 2.54399 2.86305 -1.47405 0.0119
H 2.01563 0.26403 3.75657 0.1056
H 1.89486 1.55088 5.87289 0.1164
H 3.40768 5.00264 3.87572 0.1134
H 3.54286 3.72628 1.75024 0.0957
```

Summary:
Charge   -1
Frontier orbital gap   0.203 hartree
Multiplicity   1

4.
Computed, not measured: a structure of composition C44H36F9KN5O3PS6Sb, with the ωB97M-V functional and the def2-TZVPD basis.

Structure (XYZ):
```
106
Properties=species:S:1:pos:R:3:mulliken_spin:R:1
K 1.67846 0.04939 0.46810 0.0169
C 3.99174 4.51830 0.09768 0.0020
C 3.31356 3.62097 -0.94304 0.0017
C 3.87571 3.89332 -2.33204 -0.0025
C 1.80470 3.75437 -0.85371 -0.0150
C 1.15638 3.47444 0.35003 0.0089
C -0.22232 3.58623 0.47206 0.0040
C -1.00603 4.01260 -0.59595 -0.0011
C -2.50341 4.11411 -0.48294 0.0003
C -0.35968 4.31273 -1.78991 0.0006
C 1.01499 4.17708 -1.92040 -0.0046
H 5.07579 4.39357 0.04947 -0.0003
H 3.67590 4.27190 1.11184 -0.0001
H 3.76040 5.57100 -0.09324 0.0002
H 3.55583 2.58808 -0.68249 0.0090
H 3.74001 4.94217 -2.61878 0.0001
H 3.41750 3.24172 -3.07578 -0.0014
H 4.94789 3.68791 -2.33522 -0.0002
H 1.75232 3.18636 1.21062 -0.0028
H -0.69266 3.35849 1.42360 0.0002
H -2.98922 3.21882 -0.88185 -0.0003
H -2.88401 4.96754 -1.04703 0.0000
H -2.82093 4.22364 0.55523 0.0000
H -0.94760 4.63840 -2.64233 0.0001
H 1.47996 4.38583 -2.87412 0.0018
N -1.21448 -1.38993 3.07052 0.0000
C -0.48444 -2.44197 2.55605 0.0000
N 0.48322 -2.28802 1.70877 -0.0023
C 1.08973 -3.49169 1.42633 -0.0085
C 0.53007 -4.57286 2.03351 0.0026
S -0.76529 -4.07106 3.05346 0.0000
C 2.24704 -3.55484 0.52406 0.0027
C 2.93745 -4.69232 0.24483 -0.0046
S 4.19715 -4.33513 -0.87326 -0.0004
C 3.71727 -2.66707 -0.85686 0.0010
N 2.70622 -2.41008 -0.07493 0.0076
N 4.42057 -1.73492 -1.55668 -0.0088
H -0.98281 -0.53457 2.58178 0.0000
H -2.21038 -1.55243 3.10479 0.0000
H 0.81011 -5.60666 1.93534 0.0002
H 2.74087 -5.69023 0.59471 0.0001
H 4.68342 -2.02829 -2.50196 0.0153
H 3.89690 -0.86058 -1.65373 0.0069
S 3.95722 -2.05435 -4.88165 0.1918
Sb 1.92709 -1.16493 -4.21022 0.3676
S 2.17166 0.57927 -2.62727 0.1556
S 0.35885 -2.68288 -3.44518 0.2351
F -8.03232 2.89919 0.72573 0.0000
C -7.09955 2.69390 1.67262 0.0000
F -7.71124 2.01465 2.67129 0.0000
F -6.79607 3.90622 2.18527 0.0000
C -5.89193 1.97750 1.16349 0.0001
C -4.82015 1.78317 2.02604 0.0000
C -3.69300 1.12226 1.57437 0.0006
C -3.61644 0.63003 0.26889 -0.0003
C -4.69641 0.84019 -0.58215 0.0007
C -5.82924 1.51045 -0.14076 0.0001
P -2.05986 -0.21615 -0.21915 0.0015
C -2.55049 -1.96747 -0.00866 0.0163
C -1.66180 -2.90820 -0.52744 -0.0195
C -1.89701 -4.26158 -0.36015 -0.0562
C -3.01333 -4.68350 0.35243 0.0177
C -3.90302 -3.75789 0.87652 -0.0003
C -3.67282 -2.40100 0.69130 0.0019
C -3.25027 -6.14757 0.54217 0.0010
F -2.11417 -6.82686 0.78260 0.0001
F -4.08178 -6.41132 1.57305 0.0000
F -3.81152 -6.72610 -0.54528 0.0000
C -2.06692 -0.06331 -2.03637 0.0181
C -1.24510 0.90694 -2.58831 0.0178
C -1.21729 1.10412 -3.96345 -0.0034
C -2.01644 0.32643 -4.78002 -0.0377
C -2.81898 -0.67645 -4.24178 -0.0115
C -2.83959 -0.87068 -2.87646 0.0049
C -1.98070 0.52153 -6.26479 0.0178
F -3.17727 0.24468 -6.83996 -0.0002
F -1.68905 1.79362 -6.60760 0.0002
F -1.07812 -0.25859 -6.87861 0.0034
H -4.86011 2.16179 3.03964 0.0000
H -2.84332 1.00707 2.23739 -0.0002
H -4.64886 0.49395 -1.60671 -0.0003
H -6.65853 1.67281 -0.81482 0.0000
H -0.78351 -2.59825 -1.09098 0.0464
H -1.19482 -4.97142 -0.77822 -0.0112
H -4.76834 -4.08684 1.43554 -0.0001
H -4.37999 -1.68767 1.09875 -0.0001
H -0.58480 1.49543 -1.96563 0.0068
H -0.54096 1.84092 -4.37399 -0.0013
H -3.40607 -1.30906 -4.89303 0.0014
H -3.44029 -1.66778 -2.45646 0.0022
O 1.96467 -1.56033 4.45864 -0.0001
C 2.70123 -0.72413 3.96021 -0.0001
N 2.32535 0.34265 3.21279 0.0001
S 3.56831 1.25117 2.78703 0.0005
O 3.77355 1.23553 1.35140 0.0040
O 3.53812 2.57076 3.37492 0.0000
C 4.84090 0.26110 3.53186 -0.0003
C 6.21537 0.39916 3.52766 -0.0001
C 6.95247 -0.58644 4.17100 0.0000
C 6.31898 -1.66525 4.78742 0.0000
C 4.93629 -1.78363 4.77593 0.0001
C 4.20452 -0.79872 4.13520 0.0002
H 6.69281 1.23476 3.03357 0.0000
H 8.03367 -0.52683 4.18604 0.0000
H 6.92023 -2.42525 5.27157 0.0000
H 4.42228 -2.61720 5.23629 0.0000
```

Summary:
Charge   -2
<S²>   0.759
Frontier orbital gap (alpha / beta)   0.174 / 0.207 hartree
Multiplicity   2

Q: Look up the multiplicity of the third one.
A: 1

Q: Among the records above, which one has the highest multiplicity?
A: C44H35N11O3RuS